[1]
The following is a DFT calculation (the ωB97M-V functional and the def2-TZVPD basis) of C42H36BrCl3FeN6O5S as an isolated structure.

```
95
Properties=species:S:1:pos:R:3:forces:R:3:lowdin_charge:R:1
H 0.757978 2.478744 -1.707230 0.0 0.1 -0.1 0.121
O 2.425188 -0.268742 -0.572416 -0.6 -0.3 0.1 -0.151
C -4.291978 -1.451653 -0.064022 0.1 -0.1 0.1 0.077
H 4.223286 -5.144021 -0.028071 0.0 0.0 0.1 0.121
C 4.978418 4.945034 -0.777628 -0.1 0.0 0.1 -0.019
C 1.344808 -8.621818 -0.043242 -0.1 -0.5 0.1 0.072
C 1.275849 -7.212983 -0.196086 0.2 0.9 0.0 -0.150
C -4.422470 2.856225 -0.017726 0.1 -0.1 0.0 -0.135
H -1.113642 3.247895 -0.485381 -0.1 0.0 0.0 0.080
C -1.944051 -2.542909 0.679398 0.1 -0.3 0.1 -0.141
C 3.870734 -4.126377 -0.093364 0.0 -0.1 0.0 -0.027
C 4.264171 -1.758085 -0.034853 0.0 -0.1 0.0 -0.007
H 0.383303 -2.806466 -1.481535 0.0 0.3 -0.2 0.136
C 5.646811 2.811559 2.779287 0.1 -0.2 -0.5 -0.309
H -5.439893 -4.602675 0.446311 0.0 0.0 0.0 0.133
C -5.525847 -3.619110 -0.022889 0.0 -0.1 -0.1 -0.195
C -1.074596 -8.616210 0.053498 0.0 0.1 -0.1 0.042
H 3.727829 8.034541 -2.693683 0.0 0.0 0.0 0.115
C -3.040091 -3.375542 0.557108 0.0 0.2 -0.1 0.007
C 3.423149 0.728203 -0.888415 0.2 0.4 0.0 -0.037
C -5.715222 3.607065 0.060862 -0.1 0.3 0.0 -0.196
H -2.131054 -6.741048 -0.183893 0.0 0.0 0.1 0.119
H -5.648390 4.339476 0.876208 0.0 0.0 0.0 0.147
H 4.172633 2.981178 1.239587 0.0 0.0 0.0 0.089
H 4.066958 0.363710 -1.689231 0.0 -0.1 0.0 0.125
C -1.167650 -7.226469 -0.117165 -0.1 0.4 0.0 0.038
H 3.945006 6.644762 1.812746 -0.2 0.0 0.0 0.154
H 6.016896 4.425350 -2.582252 0.0 0.0 0.0 0.112
N 0.994625 2.192346 0.415402 -0.7 -1.3 -0.8 -0.011
H 1.765168 4.978693 -1.159514 0.0 0.0 0.0 0.142
C -3.197492 0.786287 -0.047764 -0.2 0.3 -0.1 -0.200
H -5.326205 0.961346 0.282092 0.0 -0.1 0.0 0.125
H 4.021988 0.973938 -0.011945 -0.1 -0.1 0.0 0.039
H 4.957766 -0.944268 0.115082 0.0 0.1 0.0 0.092
C 2.505304 -3.909674 -0.347111 -0.1 0.0 0.0 -0.049
C 2.933813 -1.529329 -0.354264 -0.2 -0.1 -0.1 -0.190
H -5.670588 -3.770374 -1.097303 0.0 -0.1 0.0 0.146
C 3.701059 6.960390 -0.840936 0.3 -0.5 -0.1 -0.593
C 6.018262 2.918017 4.141720 0.2 -0.1 0.3 -0.125
N 2.258352 -6.318503 -0.314191 0.2 -0.8 0.1 0.226
Br 6.548410 -3.348382 0.477496 -0.3 0.0 -0.1 0.867
S 7.841786 1.474660 3.077321 -0.3 0.1 -0.4 1.040
C 4.066507 7.156215 -2.162585 0.0 0.1 -0.2 -0.114
H 7.641883 2.165786 5.400698 0.1 0.0 0.0 0.082
C -4.253090 -2.821786 0.160059 -0.1 0.2 0.0 -0.136
C -2.061288 2.757495 -0.323856 0.1 0.3 -0.1 -0.097
C 1.568494 4.145238 -0.508671 -0.1 -0.1 -0.2 -0.004
C 6.551484 2.054356 2.082885 0.1 0.0 0.8 -0.942
C 4.138177 5.839136 -0.123657 0.0 0.2 0.0 -0.199
Fe -0.005518 0.092131 -0.156256 -0.8 1.1 0.8 1.156
H 0.167210 -10.367320 0.229887 0.0 0.0 0.0 0.133
H -3.156502 4.591111 -0.232264 0.0 0.0 -0.1 0.137
C 1.433021 3.006020 1.352966 -0.1 -0.1 0.4 -0.132
H -5.230359 -1.013426 -0.368691 0.0 0.1 0.0 0.135
C 4.894058 6.238005 -2.793165 -0.1 -0.2 0.4 -0.668
Cl 6.479993 1.644498 0.425168 0.2 -0.1 -0.4 0.712
O -6.769359 2.703943 0.257990 0.0 -0.2 0.0 -0.035
H -7.607015 3.175759 0.298081 0.0 0.0 0.0 0.115
C -3.150803 -0.678462 0.099931 -0.2 -0.3 0.0 -0.186
N -1.977681 -1.230148 0.443025 1.1 0.5 -0.5 0.050
H 2.895275 1.612109 -1.219497 0.0 -0.1 0.0 0.068
N 0.323170 -5.196694 -0.358146 0.2 0.1 0.0 0.200
C 2.299884 5.350447 1.576078 0.6 0.3 0.3 -0.051
C 0.010933 -6.536283 -0.211006 -0.4 -0.5 -0.1 -0.136
H 2.301714 -9.122711 -0.005235 0.0 0.0 -0.1 0.142
H 5.457636 3.479387 4.873842 0.0 0.0 0.0 0.124
H 5.379275 4.103773 -0.230781 0.0 0.0 0.0 0.075
H 1.735844 6.225877 1.260312 -0.1 -0.1 0.0 0.098
C 1.072002 2.904652 -0.766347 0.2 0.2 0.0 -0.200
Cl 2.712912 8.168477 -0.092642 -0.1 0.1 0.1 0.776
H 1.486402 2.754296 2.398237 0.0 0.1 0.0 0.148
H -6.809946 -3.059309 1.357074 0.0 0.0 0.0 0.114
C 1.687971 -5.109653 -0.375110 -0.3 0.3 0.1 -0.166
C 4.431969 3.459067 2.192603 0.2 0.0 0.1 -0.182
C -3.209531 3.511811 -0.196108 -0.1 -0.2 0.0 0.034
H -0.990832 -2.927564 1.024890 0.0 0.0 0.0 0.104
C 4.726500 -3.063048 0.081702 0.3 0.1 0.1 -0.632
N 1.801274 4.193410 0.842842 -0.4 -0.4 -0.1 -0.022
H 3.604941 3.323408 2.900215 0.0 0.0 -0.1 0.117
O -6.650072 -2.905084 0.420006 0.0 0.1 0.0 -0.020
N -2.041351 1.423023 -0.271918 1.1 -0.6 0.1 0.053
H -2.958143 -4.431058 0.779916 0.0 0.0 0.1 0.112
O 0.725292 -2.251166 -0.767434 -0.1 0.1 0.1 -0.006
O 4.708800 4.839924 2.028314 0.0 -0.2 0.0 -0.059
H -0.341599 -4.442223 -0.319224 0.0 0.0 0.1 0.124
H 2.128683 5.199375 2.641914 -0.1 -0.1 -0.1 0.148
C 3.793172 5.666237 1.344931 -0.1 0.3 0.0 -0.273
C 0.163198 -9.296005 0.087619 0.5 -0.1 0.0 -0.010
C -4.396599 1.470479 0.081383 0.0 0.0 0.0 0.078
H -5.840346 4.174263 -0.871259 0.1 0.0 0.0 0.148
H -1.985398 -9.189961 0.162137 0.0 0.0 0.0 0.137
C 7.165444 2.246175 4.437772 -0.2 0.2 0.1 -0.385
C 2.048845 -2.592388 -0.496033 0.3 0.1 0.0 -0.150
Cl 5.372036 6.492762 -4.419923 0.0 0.0 -0.2 0.738
C 5.353953 5.126863 -2.095975 0.0 0.1 -0.2 -0.080
```
Forces are in eV/Å.

## Properties
Charge: +3
Frontier orbital gap (spin up / spin down) in eV: 6.1 / 3.2
Spin multiplicity: 6
Max |F| in hartree/bohr: 0.033
Electronic energy in eV: -216123.6665
Molecular weight in g mol⁻¹: 978.962
<S²>: 8.790
LUMO level (spin up / spin down) in eV: -8.1 / -11.0

***

[2]
The following is a DFT calculation (the ωB97M-V functional and the def2-TZVPD basis) of one molecule with the formula C21H23NO.

```
46
Properties=species:S:1:pos:R:3:forces:R:3:lowdin_charge:R:1
H -7.086757 -0.332840 -0.231060 -0.1 0.0 0.0 0.099
H 6.676507 4.276653 -0.024080 0.1 0.1 0.0 0.072
C 4.952693 2.380819 -0.583757 0.0 0.0 0.1 -0.052
H 5.634773 2.624555 -1.385775 0.1 0.0 -0.1 0.108
H -0.890108 -1.851389 1.886377 0.0 0.0 0.0 0.144
H -1.128836 -3.923570 0.644061 0.0 0.0 0.0 0.116
H -3.203877 0.709900 -1.659423 0.1 0.0 -0.1 0.117
C -6.012043 -0.371289 -0.130895 -0.1 0.0 0.0 -0.096
C -3.235759 -0.488976 0.115638 0.0 0.1 0.0 -0.185
H -2.107926 -3.685565 -1.814219 0.1 -0.1 0.0 0.111
H -0.721001 -1.671423 -2.845781 0.0 0.0 0.0 0.115
C -1.339601 -1.668131 -1.944577 0.0 -0.1 -0.1 -0.140
H 6.914469 3.593682 1.586861 0.1 0.0 0.0 0.081
H -2.660648 -3.091052 0.391894 0.0 -0.1 0.1 0.099
C 1.075363 -0.303196 0.734379 -0.1 -0.3 -0.3 -0.419
C -1.590477 -3.045143 0.187889 0.1 -0.1 0.0 -0.137
C -5.435048 -1.030994 0.940672 -0.1 0.0 0.1 -0.081
H -1.452012 0.339731 0.875239 0.1 -0.1 0.0 0.159
C -1.748890 -0.523639 0.270166 -0.1 0.2 0.1 -0.173
N 2.071707 0.172226 -0.067617 0.1 -0.1 -0.4 0.133
H -0.386232 -3.555281 -1.525340 0.0 0.0 0.0 0.103
C 0.207467 -1.306473 0.000227 0.1 0.0 0.3 -0.144
H 5.765684 4.906446 1.355706 0.0 0.1 0.0 0.079
H 4.281514 3.139788 2.624419 0.0 0.0 0.1 0.115
C -5.203050 0.253199 -1.064195 -0.1 0.1 -0.1 -0.082
H 3.863771 0.977392 -1.771200 0.0 0.0 -0.1 0.108
H -0.511212 0.290779 -1.446582 0.0 0.0 0.0 0.143
C 6.174004 4.005468 0.901020 0.0 0.0 0.1 -0.057
C -0.810892 -0.635321 -0.950160 -0.1 0.2 -0.4 -0.201
O 0.893186 0.033452 1.883337 0.0 0.1 0.3 0.089
C 4.192595 2.665937 1.657532 0.1 0.0 -0.2 -0.039
H 0.843333 -2.080523 -0.431894 0.1 0.0 0.0 0.152
C 3.954367 1.451522 -0.802913 -0.1 -0.1 0.1 -0.030
H -5.645884 0.788472 -1.891951 0.0 0.0 -0.1 0.101
H -2.351092 -1.389277 -2.241652 0.1 0.0 -0.1 0.099
H -6.060305 -1.502735 1.685007 0.0 0.0 0.1 0.102
C -1.346486 -3.074232 -1.328041 -0.1 0.0 0.0 -0.169
C -4.058433 -1.085006 1.065250 0.0 0.1 -0.1 -0.040
C -1.016701 -1.774047 0.807272 0.0 -0.2 0.4 -0.199
C -3.826239 0.198988 -0.938641 0.0 0.0 0.1 -0.044
C 3.062164 1.120439 0.213375 0.2 0.2 0.1 -0.222
H -3.615730 -1.581215 1.916432 0.1 -0.1 0.1 0.119
H 2.504502 1.489158 2.245627 0.0 0.0 0.0 0.099
H 2.099159 -0.189502 -1.011567 -0.1 0.0 0.2 0.144
C 3.189785 1.738482 1.453513 -0.2 -0.1 0.2 -0.005
C 5.088198 3.003734 0.649427 0.0 0.0 0.0 -0.292
```
Forces are in eV/Å.

## Properties
Frontier orbital gap in eV: 8.9
Max |F| in hartree/bohr: 0.010
Electronic energy in eV: -25688.3875
Molecular weight in g mol⁻¹: 305.421
LUMO level in eV: 0.7

***

[3]
The following is a DFT calculation (the ωB97M-V functional and the def2-TZVPD basis) of a 2-piece molecular cluster, C6H8N2S overall.

```
17
Properties=species:S:1:pos:R:3:forces:R:3:lowdin_charge:R:1
H -2.195043 -0.625988 0.710555 0.5 -0.9 -0.9 0.063
C -1.223270 -1.129939 0.442206 -0.6 -0.4 -0.6 -0.107
C -0.285815 -0.070074 -0.156408 -0.7 -2.1 0.3 -0.372
C -0.969679 2.421537 -0.100097 -0.3 1.2 0.7 -0.239
H 1.405193 -1.139315 0.202655 1.3 -1.7 2.1 0.026
H 1.054078 -1.228688 -1.487814 -0.2 0.5 0.3 0.082
C 0.052046 1.602141 2.589346 -0.3 -1.3 0.8 -0.815
C 1.071215 -0.585430 -0.586319 0.4 3.8 -1.8 -0.067
H -1.299548 -2.071162 -0.268167 -0.2 1.8 1.6 0.112
H 1.869688 2.366289 2.334233 0.9 1.1 -0.1 0.072
H 1.834495 0.312929 -0.730957 -1.5 -1.9 0.1 0.120
C -0.747171 1.184689 -0.086324 1.1 -0.5 -1.0 -0.061
H -1.793175 4.085283 0.797365 2.2 -1.1 -1.3 0.121
S -1.413230 1.147624 3.008393 0.5 0.7 -0.1 0.729
N -1.114417 3.637433 0.080287 -2.5 1.4 0.7 0.105
H -0.906289 -1.432234 1.468347 0.4 -0.1 -0.8 0.063
N 1.230322 1.627620 2.370575 -1.2 -0.4 0.0 0.167
```
Forces are in eV/Å.

## Properties
Frontier orbital gap (spin up / spin down) in eV: 6.5 / 7.0
Spin multiplicity: 3
Max |F| in hartree/bohr: 0.082
Electronic energy in eV: -20161.1691
Molecular weight in g mol⁻¹: 140.211
<S²>: 2.026
LUMO level (spin up / spin down) in eV: 0.5 / -1.9

***

[4]
The following is a DFT calculation (the ωB97M-V functional and the def2-TZVPD basis) of C35H49BrF3N2O4P2SSe4Y as an isolated structure.

```
102
Properties=species:S:1:pos:R:3:forces:R:3:lowdin_charge:R:1
H 0.254795 -0.371704 -4.793709 0.0 0.0 0.0 -0.017
C -2.617978 2.530924 2.423468 0.0 0.0 0.0 -0.134
H 3.502692 3.733839 -2.597231 0.0 0.0 0.0 0.051
H 2.701236 -2.720077 -3.733040 0.0 0.0 0.0 0.084
H -2.513429 -1.675625 4.675601 0.0 0.0 0.0 0.062
N 0.737589 0.060066 0.719178 0.0 0.0 0.1 -0.045
H -4.431549 1.306616 0.754618 0.0 0.0 0.0 0.026
H 2.651330 0.826375 4.817279 0.0 0.0 0.0 0.100
H 0.623251 5.775517 -0.134339 0.0 0.0 0.0 0.072
H 1.971222 -4.903323 0.410249 0.0 0.0 0.0 0.088
C -0.590741 0.281369 4.176916 0.0 0.0 0.0 -0.079
C 1.339312 3.473125 1.174134 0.0 0.0 0.0 -0.115
C 0.602137 -3.301932 -0.088474 0.0 0.0 0.0 -0.172
C -4.802633 -2.866734 -2.355026 0.0 0.0 0.0 -0.672
H 1.469989 4.394018 1.751564 0.0 0.0 0.0 0.075
C 0.684108 0.169041 2.086364 0.0 0.0 0.0 -0.315
H -1.297384 -3.177226 -2.858429 0.0 0.0 0.0 0.053
H 2.127134 4.770170 -2.949270 0.0 0.0 0.0 0.060
C 2.990513 -0.883638 0.501166 0.0 0.0 0.0 -0.049
Se -3.644613 1.155305 -4.413314 0.0 0.0 0.0 -0.149
Br 1.902626 -6.854778 -1.822191 0.0 0.0 0.0 0.617
H -2.431737 2.794244 1.381489 0.0 0.0 0.0 -0.014
Se -2.028631 -0.470269 -3.957165 -0.1 -0.1 -0.2 -0.018
H -3.330172 3.256931 2.829409 0.0 0.0 0.0 0.073
Se -4.392542 1.701836 -2.268474 0.0 0.0 0.0 -0.134
H 2.912641 3.891169 -4.254956 0.0 0.0 0.0 0.072
H -1.685495 2.615838 2.984316 0.0 0.0 0.0 0.059
H 6.297753 -0.752719 -1.993123 0.0 0.0 0.0 0.070
H 2.703670 -1.671248 1.186046 0.0 0.0 0.0 0.109
C -0.571256 -3.518396 -2.122375 0.0 0.0 0.0 -0.148
O -5.380690 -2.037910 0.029493 0.0 0.0 0.0 -0.298
H 0.835518 -2.775097 0.833314 0.0 0.0 0.0 0.069
H -0.026282 1.717108 6.682026 0.0 0.0 0.0 0.068
H 0.363922 3.050481 1.429380 0.0 0.0 0.0 0.069
Y -1.137447 -0.363941 -1.006926 0.1 0.2 0.1 1.054
H -0.950094 -2.765548 2.907612 0.0 0.0 0.0 0.077
H 6.162963 0.995948 -2.188460 0.0 0.0 0.0 0.067
C 1.258701 -4.512358 -0.306660 0.0 0.0 0.0 -0.160
C 0.987809 -5.203372 -1.472314 0.0 0.0 0.0 -0.711
C 3.714006 1.095978 -1.251203 0.0 0.0 0.0 -0.057
C 0.433514 0.753996 6.439511 0.0 0.0 0.0 -0.078
H -0.599730 4.530242 -0.447853 0.0 0.0 0.0 0.026
F -3.861810 -3.450682 -3.099636 0.0 0.0 0.0 0.106
F -5.836953 -3.731416 -2.269474 0.0 0.0 0.0 0.100
H -1.550110 -2.963177 1.248712 0.0 0.0 0.0 0.029
C 1.738800 0.610466 4.266845 0.0 0.0 0.0 -0.068
C 0.389832 2.864118 -3.909386 0.0 0.0 0.0 -0.144
C -3.330822 -1.752749 3.955877 0.0 0.0 0.0 -0.114
C 2.417865 1.096759 -0.731729 0.0 0.0 0.0 -0.295
C 0.067571 -4.728289 -2.388553 0.0 0.0 0.0 -0.152
H 2.118139 1.737736 -3.374545 0.0 0.0 0.0 0.084
H 3.999410 1.857540 -1.967755 0.0 0.0 0.0 0.085
H -0.289499 2.010920 -3.857126 0.0 0.0 0.0 0.010
H -0.166548 -0.020873 6.923415 0.0 0.0 0.0 0.067
C 2.466187 -2.035924 -2.917929 0.0 0.0 0.0 0.037
O -3.209928 -1.429311 -0.850038 0.1 0.0 -0.1 -0.498
H -5.276597 1.714365 2.257278 0.0 0.0 0.0 0.075
F -5.237706 -1.779867 -2.982137 0.0 0.0 0.0 0.105
C 1.628721 2.655934 -3.033564 0.0 0.0 0.0 -0.537
H -4.054563 -0.962082 4.159341 0.0 0.0 0.0 0.061
Se -2.360029 2.359657 -1.323950 -0.1 -0.1 0.0 -0.079
C 2.602914 3.821558 -3.207330 0.0 0.0 0.0 -0.131
H 1.423721 0.739896 6.899680 0.0 0.0 0.0 0.062
S -4.197024 -2.499169 -0.654615 -0.2 0.1 0.1 0.467
H 2.097671 2.759091 1.492467 0.0 0.0 0.0 0.058
H -4.971877 0.021600 1.825808 0.0 0.0 0.0 0.060
C 0.530647 0.534107 4.952603 0.0 0.0 0.0 -0.306
H -3.354956 0.899605 3.586794 0.0 0.0 0.0 0.078
C 2.036837 0.095603 0.179051 0.0 0.0 0.0 -0.348
H -1.557746 0.257544 4.668543 0.0 0.0 0.0 0.095
H 6.807721 0.317995 -0.693040 0.0 0.0 0.0 0.070
C 4.270514 -0.855910 -0.014248 0.0 0.0 0.0 -0.061
C 1.376453 -1.075657 -3.285410 0.0 0.0 -0.1 -0.553
C 6.055404 0.178453 -1.473913 0.0 0.0 0.0 -0.069
H -3.833230 -2.707557 4.136896 0.0 0.0 0.0 0.076
H -0.183333 3.737079 -3.589294 0.0 0.0 0.0 0.060
C -0.323847 -2.738752 -0.978081 0.0 0.0 -0.1 -0.215
C -1.846992 -2.891181 2.292848 0.0 0.0 0.0 -0.123
H 0.686584 3.015496 -4.953211 0.0 0.0 0.0 0.074
H 2.439262 4.123709 -0.551248 0.0 0.0 0.0 0.095
H 3.352171 -1.452737 -2.656721 0.0 0.0 0.0 0.080
H 2.157835 -2.595644 -2.036536 0.0 0.0 0.0 0.069
H -2.323021 -3.839220 2.555814 0.0 0.0 0.0 0.082
H 4.974777 -1.634839 0.263764 0.0 0.0 0.0 0.109
O -3.639208 -3.750785 -0.219456 0.0 0.0 0.0 -0.280
H 0.421626 5.094531 -1.755873 0.0 0.0 0.0 0.049
H 2.791303 0.552550 2.438560 0.0 0.0 0.0 0.094
C 1.820608 0.444398 2.899901 0.0 0.0 0.0 -0.050
C 0.413598 4.856215 -0.691152 0.0 0.0 0.0 -0.137
C -3.209092 1.126795 2.526349 0.0 0.0 0.0 -0.553
C -2.820608 -1.739413 2.517378 0.0 0.0 0.0 -0.531
C 1.427195 3.773278 -0.319634 0.0 0.0 0.0 -0.551
P 1.082459 2.224575 -1.293991 0.0 0.0 0.1 1.054
H -0.154260 -5.292823 -3.286206 0.0 0.0 0.0 0.090
H -3.683993 -1.896796 1.865779 0.0 0.0 0.0 0.063
P -2.069722 -0.171150 1.850746 0.0 0.0 0.0 1.068
C -4.553206 1.029897 1.803381 0.0 0.0 0.0 -0.112
C 4.662151 0.145452 -0.901194 0.0 0.0 0.0 -0.311
C -0.547675 0.087890 2.799388 0.0 0.0 0.0 -0.305
H 1.503653 -1.498955 -5.264110 0.0 0.0 0.0 0.100
N 1.136491 -0.853907 -4.587372 0.0 0.0 0.0 0.170
O 0.750207 -0.450185 -2.427366 0.1 -0.1 0.1 -0.195
```
Forces are in eV/Å.

## Properties
Charge: -2
Frontier orbital gap in eV: 5.5
Max |F| in hartree/bohr: 0.005
Electronic energy in eV: -418306.3617
Molecular weight in g mol⁻¹: 1197.446
LUMO level in eV: 3.9